This record from OMol25 describes an isolated molecule of C20H30N4O6S. The level of theory is ωB97M-V/def2-TZVPD.

Geometry (Å):
C (-4.288, 2.607, -3.542)
C (-4.233, 2.186, -5.007)
C (-5.288, 1.122, -5.307)
C (-2.824, 1.702, -5.384)
N (-2.378, 0.585, -4.585)
C (-1.361, 0.674, -3.705)
O (-0.704, 1.689, -3.566)
C (-1.134, -0.603, -2.897)
C (0.350, -0.887, -2.655)
C (0.998, 0.126, -1.707)
N (0.266, 0.145, -0.459)
C (0.870, 0.159, 0.749)
C (2.205, 0.605, 0.904)
C (2.776, 0.762, 2.142)
C (2.049, 0.488, 3.296)
S (2.804, 0.728, 4.905)
O (1.760, 0.982, 5.850)
O (3.868, 1.674, 4.743)
N (3.510, -0.705, 5.347)
C (2.667, -1.802, 5.761)
C (2.454, -2.798, 4.615)
O (3.687, -3.217, 4.070)
C (4.433, -2.127, 3.576)
C (4.727, -1.114, 4.687)
C (0.768, 0.006, 3.197)
C (0.197, -0.212, 1.945)
N (-1.014, -0.976, 1.945)
O (-1.762, -0.863, 2.895)
O (-1.187, -1.762, 1.030)
C (-1.118, 0.530, -0.662)
C (-1.845, -0.484, -1.541)
H (-3.523, 3.349, -3.329)
H (-5.260, 3.032, -3.304)
H (-4.122, 1.751, -2.891)
H (-4.440, 3.062, -5.632)
H (-6.284, 1.527, -5.145)
H (-5.220, 0.790, -6.341)
H (-5.171, 0.259, -4.655)
H (-2.803, 1.418, -6.442)
H (-2.100, 2.503, -5.218)
H (-2.913, -0.266, -4.650)
H (-1.563, -1.445, -3.450)
H (0.891, -0.873, -3.602)
H (0.439, -1.885, -2.218)
H (2.028, -0.183, -1.533)
H (0.983, 1.116, -2.174)
H (2.773, 0.885, 0.033)
H (3.779, 1.145, 2.247)
H (1.726, -1.377, 6.105)
H (3.160, -2.313, 6.597)
H (1.962, -3.702, 4.977)
H (1.839, -2.340, 3.825)
H (5.360, -2.550, 3.183)
H (3.880, -1.639, 2.757)
H (5.204, -0.215, 4.299)
H (5.382, -1.577, 5.434)
H (0.204, -0.233, 4.086)
H (-1.631, 0.657, 0.290)
H (-1.114, 1.502, -1.174)
H (-1.840, -1.455, -1.045)
H (-2.881, -0.167, -1.674)

structure (SMILES): CC(C)CNC(=O)C1CCN(c2ccc(S(=O)(=O)N3CCOCC3)cc2[N+](=O)[O-])CC1
Kohn-Sham gap: 7.826 eV
lowest unoccupied orbital energy: -0.49 eV
2S+1: 1
calculated total energy: -1848.66805 hartree
ΔE to the lowest compared entry with this formula, charge and spin: 284.91 kJ/mol
HOMO energy: -8.32 eV

This record from OMol25 describes an isolated molecule of C20H30N4OS. The level of theory is ωB97M-V/def2-TZVPD.

Geometry (Å):
C (-3.827, -3.427, -0.510)
C (-2.718, -2.393, -0.636)
C (-1.539, -2.944, -1.443)
N (-0.486, -1.971, -1.556)
C (0.466, -1.710, -0.616)
S (0.613, -2.622, 0.854)
C (2.133, -1.888, 1.541)
C (1.838, -0.598, 2.312)
O (1.907, -0.556, 3.521)
N (1.518, 0.425, 1.504)
C (1.122, 1.716, 1.937)
C (1.963, 2.795, 1.653)
C (3.248, 2.590, 0.901)
C (3.015, 2.629, -0.612)
C (1.576, 4.067, 2.047)
C (0.377, 4.266, 2.708)
C (-0.452, 3.193, 2.966)
C (-0.100, 1.905, 2.582)
C (-1.049, 0.772, 2.861)
C (-0.997, 0.355, 4.332)
N (1.219, -0.709, -0.997)
N (0.766, -0.293, -2.193)
C (-0.250, -1.031, -2.530)
C (-1.014, -0.918, -3.803)
C (-1.004, 0.531, -4.284)
C (-0.385, -1.842, -4.851)
H (-4.654, -3.023, 0.066)
H (-3.460, -4.318, -0.005)
H (-4.199, -3.715, -1.491)
H (-2.363, -2.111, 0.357)
H (-3.100, -1.493, -1.125)
H (-1.864, -3.228, -2.447)
H (-1.130, -3.827, -0.942)
H (2.815, -1.720, 0.709)
H (2.531, -2.635, 2.227)
H (1.590, 0.274, 0.495)
H (3.693, 1.632, 1.179)
H (3.951, 3.379, 1.174)
H (2.353, 1.830, -0.935)
H (2.567, 3.579, -0.896)
H (3.961, 2.523, -1.138)
H (2.223, 4.906, 1.835)
H (0.088, 5.261, 3.015)
H (-1.398, 3.351, 3.465)
H (-0.806, -0.088, 2.235)
H (-2.064, 1.094, 2.612)
H (-1.694, -0.459, 4.518)
H (-1.257, 1.193, 4.974)
H (0.006, 0.022, 4.584)
H (-2.049, -1.232, -3.623)
H (0.020, 0.867, -4.412)
H (-1.532, 0.616, -5.230)
H (-1.484, 1.179, -3.554)
H (-0.943, -1.784, -5.783)
H (-0.382, -2.877, -4.513)
H (0.641, -1.538, -5.039)

structure (SMILES): CCCn1c(SCC(=O)Nc2c(CC)cccc2CC)nnc1C(C)C
Kohn-Sham gap: 9.097 eV
lowest unoccupied orbital energy: 0.50 eV
2S+1: 1
calculated total energy: -1472.59753 hartree
ΔE to the lowest compared entry with this formula, charge and spin: 33.25 kJ/mol
HOMO energy: -8.59 eV

This record from OMol25 describes a structure of composition C20H30N4PdSSi2. The level of theory is ωB97M-V/def2-TZVPD.

Geometry (Å):
Pd (-1.500, -0.078, -0.505)
N (-0.497, -0.711, -4.618)
C (-0.779, -0.293, -3.371)
S (-1.225, -1.528, -2.218)
N (-0.693, 1.008, -3.166)
N (-0.998, 1.338, -1.891)
C (-0.947, 2.563, -1.496)
C (-0.571, 3.694, -2.377)
C (0.577, 4.435, -2.118)
C (0.926, 5.495, -2.943)
C (0.125, 5.821, -4.027)
C (-1.021, 5.083, -4.290)
C (-1.367, 4.020, -3.471)
C (-1.292, 2.777, -0.076)
C (-1.341, 4.042, 0.495)
C (-1.659, 4.170, 1.837)
C (-1.919, 3.034, 2.582)
C (-1.868, 1.806, 1.945)
N (-1.573, 1.674, 0.657)
H (-0.473, -1.692, -4.825)
H (-0.173, -0.043, -5.294)
H (1.204, 4.174, -1.273)
H (1.824, 6.063, -2.741)
H (0.395, 6.649, -4.670)
H (-1.646, 5.333, -5.137)
H (-2.250, 3.431, -3.681)
H (-1.132, 4.909, -0.115)
H (-1.702, 5.150, 2.293)
H (-2.167, 3.085, 3.632)
H (-2.072, 0.888, 2.473)
C (-4.275, -3.250, 1.979)
Si (-3.819, -1.609, 1.171)
C (-4.500, -0.237, 2.275)
C (-4.752, -1.507, -0.459)
C (-1.982, -1.564, 0.856)
Si (-0.727, -1.743, 2.230)
C (0.808, -0.671, 1.999)
C (-1.389, -1.357, 3.960)
C (-0.156, -3.534, 2.258)
H (-5.354, -3.340, 2.126)
H (-3.797, -3.368, 2.954)
H (-3.953, -4.086, 1.353)
H (-5.563, -0.427, 2.446)
H (-4.418, 0.746, 1.806)
H (-4.020, -0.198, 3.255)
H (-5.823, -1.681, -0.322)
H (-4.374, -2.251, -1.165)
H (-4.622, -0.526, -0.923)
H (-1.858, -2.511, 0.305)
H (1.535, -0.895, 2.785)
H (0.587, 0.397, 2.044)
H (1.280, -0.871, 1.035)
H (-1.632, -0.302, 4.106)
H (-0.633, -1.613, 4.707)
H (-2.285, -1.936, 4.188)
H (0.292, -3.809, 1.301)
H (-0.995, -4.211, 2.439)
H (0.588, -3.703, 3.041)

Kohn-Sham gap: 7.305 eV
lowest unoccupied orbital energy: -0.59 eV
2S+1: 1
calculated total energy: -2104.28711 hartree
ΔE to the lowest compared entry with this formula, charge and spin: 0.00 kJ/mol
HOMO energy: -7.89 eV

This record from OMol25 describes a structure of composition C20H30N5O2PRe. The level of theory is ωB97M-V/def2-TZVPD.

Geometry (Å):
Re (-0.097, -0.154, -0.055)
O (0.011, 0.836, 1.951)
C (1.273, 1.233, 2.519)
C (2.153, 0.025, 2.834)
C (2.315, -0.906, 1.615)
C (2.828, -0.112, 0.446)
C (4.188, 0.137, 0.312)
C (4.643, 0.963, -0.705)
C (3.703, 1.535, -1.561)
C (2.368, 1.240, -1.380)
N (1.923, 0.428, -0.403)
H (-0.529, 0.481, 2.671)
H (1.093, 1.824, 3.422)
H (1.742, 1.891, 1.780)
H (1.751, -0.546, 3.676)
H (3.130, 0.408, 3.138)
H (1.354, -1.414, 1.369)
H (3.015, -1.697, 1.882)
H (4.878, -0.309, 1.014)
H (5.698, 1.172, -0.822)
H (4.009, 2.209, -2.345)
H (1.620, 1.700, -2.011)
O (-2.027, -1.292, 0.602)
C (-3.176, -0.462, 0.807)
C (-2.900, 0.938, 0.323)
C (-3.886, 1.910, 0.470)
C (-3.626, 3.220, 0.106)
C (-2.383, 3.530, -0.437)
C (-1.460, 2.512, -0.589)
N (-1.705, 1.249, -0.213)
H (-2.110, -2.086, 1.155)
H (-3.448, -0.429, 1.871)
H (-4.035, -0.885, 0.265)
H (-4.842, 1.630, 0.890)
H (-4.373, 3.990, 0.251)
H (-2.131, 4.538, -0.733)
H (-0.483, 2.720, -1.009)
C (-1.571, -1.164, -5.177)
N (-2.031, -2.099, -4.169)
C (-1.353, -3.377, -4.296)
N (0.058, -3.115, -4.072)
C (0.580, -2.211, -5.080)
N (-0.153, -0.966, -4.927)
C (0.156, -0.222, -3.766)
P (-0.380, -1.163, -2.189)
C (-2.121, -1.585, -2.857)
C (0.420, -2.816, -2.743)
H (-2.114, -0.215, -5.121)
H (-1.722, -1.580, -6.178)
H (-1.509, -3.788, -5.299)
H (-1.734, -4.100, -3.571)
H (0.409, -2.624, -6.078)
H (1.655, -2.054, -4.950)
H (-0.362, 0.744, -3.780)
H (1.236, -0.044, -3.711)
H (-2.718, -0.666, -2.843)
H (-2.594, -2.319, -2.196)
H (0.092, -3.614, -2.065)
H (1.507, -2.706, -2.652)

Kohn-Sham gap (spin up / spin down): 7.225 / 5.533 eV
net charge: +4
lowest unoccupied orbital energy (spin up / spin down): -13.64 / -14.87 eV
2S+1: 4
calculated total energy: -1622.41147 hartree
HOMO energy (spin up / spin down): -20.87 / -20.40 eV